Entry 1:
Density functional theory data (the ωB97M-V functional and the def2-TZVPD basis) for a structure of composition C27H36IN12P2Tc in a non-equilibrium geometry.

Positions of all 79 atoms, in Å:
Tc  -0.042  1.406  0.618
C  3.216  2.606  1.971
P  2.052  1.215  1.743
C  2.045  0.428  3.391
C  3.120  0.089  0.765
C  4.202  -0.579  1.330
C  4.931  -1.495  0.588
C  4.601  -1.723  -0.739
C  3.559  -1.020  -1.325
C  2.808  -0.114  -0.580
P  1.356  0.791  -1.247
C  2.138  2.333  -1.870
C  1.078  -0.068  -2.842
H  3.457  3.058  1.010
H  4.132  2.230  2.425
H  2.758  3.350  2.620
H  3.051  0.348  3.798
H  1.586  -0.559  3.321
H  1.448  1.058  4.045
H  4.473  -0.391  2.361
H  5.753  -2.030  1.044
H  5.157  -2.446  -1.319
H  3.330  -1.197  -2.367
H  3.059  2.106  -2.406
H  2.353  3.004  -1.039
H  1.439  2.833  -2.542
H  1.930  0.091  -3.501
H  0.193  0.351  -3.319
H  0.916  -1.134  -2.689
N  -2.780  3.389  1.548
C  -1.664  3.397  2.346
N  -1.496  4.139  3.420
N  -0.270  3.839  3.859
N  0.283  2.962  3.108
N  -0.580  2.631  2.111
C  -2.892  2.693  0.394
N  -4.005  2.776  -0.360
N  -3.827  1.998  -1.371
N  -2.649  1.449  -1.255
N  -1.998  1.844  -0.138
H  -3.533  4.018  1.781
I  -1.578  3.675  -3.200
C  -2.256  1.933  -4.192
C  -2.485  2.055  -5.534
C  -2.699  0.915  -6.329
C  -2.568  -0.327  -5.785
C  -2.345  -0.488  -4.399
C  -2.165  -1.774  -3.841
C  -1.975  -1.944  -2.500
C  -2.091  -0.841  -1.640
C  -2.267  0.416  -2.153
C  -2.293  0.662  -3.556
H  -2.462  3.031  -5.998
H  -2.915  1.040  -7.381
H  -2.633  -1.211  -6.406
H  -2.187  -2.630  -4.503
H  -1.809  -2.927  -2.081
H  -2.103  -0.972  -0.567
C  -2.160  -1.171  4.078
N  -1.471  -2.148  3.254
C  -2.032  -3.490  3.337
C  -0.833  -1.726  2.114
N  -1.108  -0.585  1.541
N  0.102  -2.571  1.609
C  0.648  -2.407  0.278
C  0.865  -3.484  2.443
H  -2.230  -1.571  5.089
H  -3.176  -0.962  3.724
H  -1.590  -0.244  4.115
H  -3.117  -3.451  3.196
H  -1.830  -3.926  4.317
H  -1.614  -4.133  2.569
H  -1.924  -0.152  1.954
H  0.509  -3.329  -0.293
H  1.718  -2.196  0.325
H  0.152  -1.585  -0.230
H  0.557  -3.411  3.481
H  1.927  -3.229  2.376
H  0.749  -4.516  2.104

- Net charge: +1
- Spin multiplicity: 2
- Gap between HOMO and LUMO (spin up / spin down): 0.2752 / 0.2726 Eh
- ΔE to the lowest compared entry with this formula, charge and spin: 0.0 kJ/mol
- Lowest unoccupied orbital energy (spin up / spin down): -3.31 / -3.32 eV

Entry 2:
Density functional theory data (the ωB97M-V functional and the def2-TZVPD basis) for a cluster of 2 separate species, C27H36N2O3 in total in a non-equilibrium geometry.

Positions of all 68 atoms, in Å:
C  0.564  4.370  3.367
C  1.669  3.399  3.055
O  1.341  2.799  1.781
C  2.365  2.092  1.219
C  2.024  1.703  -0.181
C  3.004  0.778  -0.740
O  3.326  -0.266  -0.157
C  3.604  1.080  -2.114
C  2.619  0.691  -3.208
C  1.323  1.508  -3.208
C  1.373  2.842  -2.474
C  1.347  2.782  -0.929
O  3.412  1.886  1.807
H  0.679  4.778  4.374
H  0.600  5.197  2.648
H  -0.418  3.889  3.293
H  2.641  3.902  2.974
H  1.747  2.609  3.814
H  3.902  2.134  -2.162
H  4.505  0.466  -2.218
H  3.108  0.778  -4.188
H  2.368  -0.373  -3.099
H  1.053  1.736  -4.250
H  0.503  0.894  -2.811
H  2.242  3.446  -2.772
H  0.495  3.426  -2.786
H  0.306  2.843  -0.566
H  1.804  3.736  -0.603
C  2.686  1.282  6.965
N  1.933  0.094  6.604
C  1.288  -0.606  7.702
C  1.510  -0.050  5.285
C  2.484  -0.234  4.267
C  2.109  -0.297  2.952
C  0.768  -0.029  2.555
C  0.456  -0.001  1.168
C  -0.877  -0.176  0.680
C  -1.252  0.316  -0.602
C  -2.474  0.012  -1.169
C  -3.453  -0.716  -0.429
N  -4.689  -1.014  -0.923
C  -5.656  -1.689  -0.080
C  -5.254  -0.407  -2.111
C  -3.110  -1.164  0.872
C  -1.855  -0.932  1.388
C  -0.188  0.217  3.586
C  0.149  0.067  4.919
H  3.277  1.615  6.104
H  2.017  2.111  7.261
H  3.352  1.059  7.807
H  1.140  -1.661  7.435
H  1.954  -0.547  8.571
H  0.311  -0.169  7.962
H  3.528  -0.364  4.567
H  2.831  -0.568  2.181
H  1.262  -0.273  0.486
H  -0.545  0.972  -1.116
H  -2.687  0.331  -2.189
H  -5.211  -2.571  0.393
H  -6.036  -1.030  0.719
H  -6.497  -2.015  -0.699
H  -4.493  -0.256  -2.879
H  -6.030  -1.082  -2.497
H  -5.735  0.562  -1.889
H  -3.840  -1.694  1.485
H  -1.616  -1.346  2.367
H  -1.209  0.502  3.324
H  -0.603  0.123  5.713

- Spin multiplicity: 1
- Gap between HOMO and LUMO: 0.2004 Eh
- ΔE to the lowest compared entry with this formula, charge and spin: 517.0 kJ/mol
- Lowest unoccupied orbital energy: -1.06 eV

Entry 3:
Density functional theory data (the ωB97M-V functional and the def2-TZVPD basis) for a structure of composition C27H36N3O2Re.

Positions of all 69 atoms, in Å:
Re  -0.013  -0.567  1.731
C  1.030  2.046  -2.980
C  -0.006  1.430  -3.890
C  -0.379  2.082  -5.064
C  -1.261  1.506  -5.967
C  -1.791  0.247  -5.727
C  -1.449  -0.422  -4.566
C  -0.582  0.180  -3.664
N  -0.238  -0.575  -2.473
C  -0.476  -0.156  -1.250
N  -1.206  0.933  -1.044
C  -1.641  1.475  0.171
C  -1.245  0.961  1.423
C  -1.710  1.604  2.602
C  -2.557  2.679  2.516
C  -2.945  3.154  1.260
C  -2.496  2.582  0.079
C  -2.923  3.123  -1.261
N  0.006  -0.840  -0.165
C  0.732  -2.084  -0.319
C  2.092  -2.035  -0.653
C  2.800  -3.212  -0.786
C  2.147  -4.426  -0.571
C  0.803  -4.463  -0.233
C  0.054  -3.295  -0.096
C  -1.413  -3.366  0.247
H  1.612  2.784  -3.528
H  1.730  1.293  -2.604
H  0.590  2.563  -2.121
H  0.059  3.047  -5.286
H  -1.521  2.038  -6.873
H  -2.466  -0.211  -6.436
H  -1.854  -1.406  -4.357
H  0.197  -1.483  -2.584
H  -1.545  1.381  -1.891
H  -1.375  1.280  3.580
H  -2.916  3.164  3.414
H  -3.610  4.007  1.201
H  -3.539  4.010  -1.134
H  -3.520  2.394  -1.815
H  -2.068  3.417  -1.878
H  2.570  -1.077  -0.828
H  3.846  -3.192  -1.061
H  2.696  -5.354  -0.669
H  0.317  -5.419  -0.080
H  -1.641  -4.301  0.754
H  -2.036  -3.319  -0.649
H  -1.754  -2.553  0.900
C  2.766  -1.686  2.818
C  2.450  -0.340  3.423
O  1.550  0.440  2.534
C  2.209  1.491  1.682
C  1.615  2.845  1.949
H  3.337  -2.285  3.530
H  3.353  -1.596  1.905
H  1.863  -2.280  2.586
H  3.343  0.261  3.567
H  1.935  -0.399  4.376
H  2.103  1.170  0.646
H  3.263  1.454  1.948
H  0.558  2.892  1.690
H  2.149  3.574  1.337
H  1.737  3.128  2.994
C  -0.300  -1.912  4.857
O  -0.746  -1.146  3.663
H  -0.981  -2.747  4.992
H  -0.314  -1.244  5.713
H  0.697  -2.277  4.655
H  -1.693  -0.967  3.760

- Net charge: +3
- Spin multiplicity: 4
- Gap between HOMO and LUMO (spin up / spin down): 0.2290 / 0.2082 Eh
- ΔE to the lowest compared entry with this formula, charge and spin: 9.1 kJ/mol
- Lowest unoccupied orbital energy (spin up / spin down): -10.50 / -11.07 eV

Entry 4:
Density functional theory data (the ωB97M-V functional and the def2-TZVPD basis) for a structure of composition C27H36N5O11P2W in a non-equilibrium geometry.

Positions of all 82 atoms, in Å:
W  0.420  0.170  -0.270
C  1.396  -3.484  5.891
C  1.086  -2.523  4.779
C  0.412  -1.322  5.015
C  0.078  -0.382  4.036
C  -0.644  0.807  4.560
N  -1.654  1.308  3.990
C  -2.919  1.358  1.392
C  -4.237  1.059  2.118
C  -4.701  -0.376  1.844
N  -3.655  -1.290  2.345
C  -2.793  -2.006  1.739
C  -2.731  -2.435  0.331
C  -3.674  -3.270  -0.263
C  -3.405  -3.913  -1.479
C  -4.429  -4.813  -2.113
C  -2.155  -3.719  -2.066
C  -1.219  -2.839  -1.514
C  0.105  -2.606  -2.103
N  0.895  -1.641  -1.822
C  2.159  -1.584  -2.626
C  3.302  -0.848  -1.943
C  3.415  -1.240  -0.497
N  2.172  -1.005  0.319
C  2.089  -1.825  1.321
C  1.258  -1.768  2.479
C  1.534  -2.708  3.487
C  0.468  -0.636  2.719
O  0.205  0.184  1.696
C  -1.537  -2.194  -0.339
O  -0.690  -1.314  0.219
H  0.594  -3.512  6.626
H  2.307  -3.181  6.410
H  1.551  -4.493  5.512
H  0.126  -1.089  6.036
H  -0.273  1.168  5.522
H  -2.028  2.100  4.514
H  -2.146  0.673  1.732
H  -3.512  1.938  -0.393
H  -5.023  1.729  1.764
H  -4.142  1.220  3.192
H  -4.873  -0.572  0.789
H  -5.602  -0.600  2.413
H  -3.503  -1.207  3.350
H  -2.000  -2.385  2.383
H  -4.605  -3.480  0.250
H  -5.137  -5.190  -1.378
H  -3.956  -5.664  -2.600
H  -4.994  -4.269  -2.872
H  -1.908  -4.256  -2.975
H  0.418  -3.320  -2.868
H  1.930  -1.113  -3.582
H  2.444  -2.619  -2.827
H  3.198  0.228  -2.034
H  4.237  -1.104  -2.442
H  4.233  -0.710  -0.010
H  3.616  -2.311  -0.422
H  2.836  -2.619  1.339
H  2.158  -3.562  3.245
N  -1.267  0.104  -2.002
C  -1.469  1.322  -2.839
C  -0.179  1.740  -3.575
C  0.890  1.990  -2.559
O  1.364  3.028  -2.232
O  1.177  0.793  -1.898
H  -1.042  -0.650  -2.641
H  -2.151  -0.130  -1.549
H  -1.833  2.127  -2.210
H  -2.236  1.104  -3.584
H  -0.349  2.653  -4.140
H  0.137  0.951  -4.262
O  -2.591  3.808  0.454
P  -2.266  3.031  1.818
O  -2.708  3.691  3.033
O  -3.101  1.148  -0.013
O  -0.612  2.905  1.772
P  0.304  2.767  0.522
O  0.505  4.223  0.086
O  1.520  1.852  0.540
O  -0.585  1.828  -0.396
H  -2.839  4.729  0.636
H  1.127  4.378  -0.648

- Net charge: +3
- Spin multiplicity: 1
- Gap between HOMO and LUMO: 0.2312 Eh
- ΔE to the lowest compared entry with this formula, charge and spin: 363.2 kJ/mol
- Lowest unoccupied orbital energy: -10.24 eV